Entry 1
This record from OMol25 describes the molecule C4H5NO2. The level of theory is ωB97M-V with the def2-TZVPD basis set.

- Orbital gap: 0.311 hartree
- Total charge: 0
- SMILES string: N/C(C=O)=C/C=O

Positions of all 12 atoms, in Å:
C 0.45289 0.24268 -0.01014
C 0.86974 -1.15718 -0.11473
C -0.83636 0.70979 -0.20267
C -1.96987 -0.22067 -0.22935
H 2.37041 0.42882 0.58133
H 1.31956 1.75962 0.77698
H 0.11996 -1.94946 -0.27979
H -0.91871 1.76615 -0.31756
H -2.81949 0.19359 -0.87386
N 1.50930 0.99473 0.23736
O 2.03425 -1.57838 -0.09991
O -2.13168 -1.18969 0.53233

Partial atomic charges computed with the Mulliken method, in multiples of e: C 0.566; C 0.088; C -0.646; C -0.053; H 0.301; H 0.245; H 0.360; H 0.384; H 0.275; N -0.511; O -0.519; O -0.489

Entry 2
This record from OMol25 describes the molecule C4H5NO2. The level of theory is ωB97M-V with the def2-TZVPD basis set.

- Orbital gap: 0.355 hartree
- Total charge: 0
- SMILES string: O=CN1CC=CO1

Positions of all 12 atoms, in Å:
O 0.90318 -1.10142 -0.07535
C 1.62751 0.02031 -0.36193
C 1.01706 1.16597 -0.09304
C -0.38768 0.85751 0.34769
N -0.33672 -0.60696 0.44421
C -1.39807 -1.37686 0.01951
O -2.49737 -0.92500 -0.20620
H 2.59843 -0.18826 -0.79092
H 1.43113 2.15873 -0.19530
H -1.14655 1.15741 -0.38853
H -0.66698 1.28656 1.31620
H -1.14394 -2.44799 -0.01633

Partial atomic charges computed with the Mulliken method, in multiples of e: O -0.337; C -0.252; C -0.370; C -0.291; N 0.062; C 0.075; O -0.522; H 0.413; H 0.337; H 0.247; H 0.268; H 0.370

Entry 3
This record from OMol25 describes a structure of composition C4H5NO2. The level of theory is ωB97M-V with the def2-TZVPD basis set.

- Orbital gap: 0.329 hartree
- Total charge: 0

Positions of all 12 atoms, in Å:
O -1.44965 1.15012 1.95317
C -0.78349 0.49151 1.08768
N -0.23698 0.94313 -0.04970
C 0.18462 0.08621 -1.12932
C 1.39930 -0.77683 -0.83652
O 2.01014 -0.75619 0.19810
C -0.85579 -0.54403 1.98626
H 0.00023 1.92382 -0.07834
H 0.40964 0.70705 -2.00566
H -0.64012 -0.57086 -1.43740
H 1.68257 -1.45099 -1.67422
H -1.72047 -1.20294 1.98595

Partial atomic charges computed with the Mulliken method, in multiples of e: O -0.512; C 0.694; N -0.154; C -0.580; C 0.087; O -0.422; C -0.549; H 0.267; H 0.352; H 0.296; H 0.328; H 0.193

Computed stability ranking, most favorable first: entry 1, entry 2, entry 3

Entry 1
This record from OMol25 describes the molecule CH4N2O2. The level of theory is ωB97M-V with the def2-TZVPD basis set.

- Orbital gap: 0.418 hartree
- Total charge: 0
- SMILES string: [H]/N=[N+](/[O-])OC

Positions of all 9 atoms, in Å:
C 1.26486 -0.32871 -0.08692
N -2.03464 0.77820 0.00323
N -1.09984 -0.02613 0.25341
O -1.08786 -1.17715 0.65813
O 0.23277 0.62588 0.06581
H 1.13574 -0.69353 -1.13470
H 1.07928 -1.06854 0.58086
H 2.19858 0.27208 0.05481
H -1.68889 1.61790 -0.39464

Partial atomic charges computed with the Mulliken method, in multiples of e: C -0.494; N -0.781; N 1.156; O -0.586; O -0.346; H 0.239; H 0.300; H 0.221; H 0.293

Entry 2
This record from OMol25 describes a cluster of 2 separate species, CH4N2O2 in total. The level of theory is ωB97M-V with the def2-TZVPD basis set.

- Orbital gap: 0.336 hartree
- Total charge: 0
- SMILES string: C=NO.N=O

Positions of all 9 atoms, in Å:
C 0.63905 0.32740 0.09010
H 3.44636 -0.43141 -0.32836
H 0.37397 -0.64618 0.50774
H 0.01462 1.19349 0.08496
H -3.89900 0.00808 0.13067
N 1.81921 0.48430 -0.28292
N -2.97105 -0.43990 -0.28682
O 2.56178 -0.62447 0.00185
O -1.98494 0.12869 0.08279

Partial atomic charges computed with the Mulliken method, in multiples of e: C -0.250; H 0.351; H 0.316; H 0.308; H 0.215; N -0.356; N -0.013; O -0.349; O -0.223

Entry 3
This record from OMol25 describes a cluster of 2 separate species, CH4N2O2 in total. The level of theory is ωB97M-V with the def2-TZVPD basis set.

- Orbital gap (spin up / spin down): 0.303 / 0.304 hartree
- Total charge: 0

Positions of all 9 atoms, in Å:
C 0.68485 -0.53782 0.16284
N 1.13881 0.58245 -0.45712
N -1.54523 0.00659 0.18896
O -1.73073 0.98528 -0.44575
O -2.32936 -0.64174 0.82216
H 0.60597 -1.58026 -0.33599
H 0.72530 -0.67002 1.28962
H 1.34725 1.29693 0.22286
H 1.10315 0.55858 -1.44759

Partial atomic charges computed with the Mulliken method, in multiples of e: C -0.194; N -0.285; N 0.542; O -0.504; O -0.541; H 0.243; H 0.232; H 0.262; H 0.245

Entry 4
This record from OMol25 describes a structure of composition CH4N2O2. The level of theory is ωB97M-V with the def2-TZVPD basis set.

- Orbital gap: 0.349 hartree
- Total charge: 0

Positions of all 9 atoms, in Å:
N -1.54989 0.40317 0.23745
C -1.03541 -0.70374 -0.05676
N 1.25746 0.93104 0.15099
O 0.97040 -0.66898 -0.45110
O -1.26878 -1.86263 0.10058
H 1.05074 -0.67206 -1.41526
H -2.33578 0.95035 -0.06356
H 0.70303 0.85225 1.00987
H 2.20821 0.77059 0.48780

Partial atomic charges computed with the Mulliken method, in multiples of e: N -0.539; C 0.656; N -0.319; O -0.505; O -0.447; H 0.356; H 0.242; H 0.275; H 0.283

Computed stability ranking, most favorable first: entry 4, entry 1, entry 3, entry 2

Entry 1
This record from OMol25 describes the molecule C19H24N4O3. The level of theory is ωB97M-V with the def2-TZVPD basis set.

- Orbital gap: 0.326 hartree
- Total charge: 0
- SMILES string: [H]/N=c1/[nH]cc(C(=O)N2C[C@H](C)[C@H](NC(=O)CCc3cccc(C)c3)C2)o1

Positions of all 50 atoms, in Å:
C -1.06523 -1.93988 -3.45532
C -0.18957 -2.03025 -2.23464
C 1.17199 -2.29020 -2.35208
C 1.97690 -2.35142 -1.22454
C 1.43184 -2.15318 0.03483
C 0.07314 -1.89289 0.17795
C -0.51917 -1.63154 1.53771
C -0.40660 -0.15448 1.91625
C -0.99897 0.12508 3.28372
O -0.93885 -0.67997 4.19404
N -1.57509 1.35304 3.42236
C -2.18380 1.79678 4.65053
C -3.61857 2.28867 4.45830
N -3.82064 3.16575 5.60410
C -5.02586 3.75980 5.74937
O -5.92318 3.60881 4.92903
C -5.28485 4.60729 6.92646
C -6.35913 5.36636 7.15502
N -6.19827 5.93429 8.40099
C -5.01045 5.51381 8.95856
N -4.55718 5.84142 10.08862
O -4.43614 4.67881 8.03197
C -2.57432 3.41250 6.34419
C -1.49172 2.97512 5.35814
C -1.11806 4.10282 4.40259
C -0.71988 -1.83682 -0.96332
H -2.09966 -2.18864 -3.21942
H -1.05461 -0.92789 -3.86628
H -0.72175 -2.61492 -4.23904
H 1.60203 -2.45426 -3.33327
H 3.03367 -2.56328 -1.32802
H 2.06120 -2.21229 0.91569
H -1.57133 -1.92395 1.54901
H -0.01876 -2.22519 2.30207
H 0.64760 0.13649 1.94938
H -0.88186 0.46880 1.15405
H -1.61760 1.95097 2.61458
H -2.17440 0.93426 5.31620
H -3.73725 2.84481 3.52225
H -4.35086 1.48219 4.44880
H -7.21504 5.52978 6.52654
H -6.82139 6.55792 8.87856
H -3.66507 5.39711 10.27347
H -2.47981 4.46177 6.61442
H -2.54654 2.82131 7.26205
H -0.60093 2.63083 5.88545
H -1.99544 4.48162 3.87141
H -0.68135 4.93758 4.95131
H -0.38577 3.77299 3.66458
H -1.78399 -1.64715 -0.85738

Partial atomic charges computed with the Mulliken method, in multiples of e: C -1.434; C 0.747; C -0.586; C -0.618; C -0.530; C 0.512; C -1.168; C -0.331; C 0.457; O -0.662; N -0.128; C -0.298; C -1.062; N 0.144; C 0.090; O -0.700; C 0.514; C -0.247; N -0.080; C 0.386; N -0.788; O -0.347; C -0.574; C 0.288; C -1.697; C -0.382; H 0.369; H 0.281; H 0.386; H 0.388; H 0.381; H 0.421; H 0.423; H 0.339; H 0.232; H 0.273; H 0.370; H 0.320; H 0.370; H 0.371; H 0.490; H 0.161; H 0.249; H 0.448; H 0.276; H 0.442; H 0.351; H 0.420; H 0.406; H 0.325

Entry 2
This record from OMol25 describes the molecule C19H24N4O3. The level of theory is ωB97M-V with the def2-TZVPD basis set.

- Orbital gap: 0.308 hartree
- Total charge: 0
- SMILES string: CC#CC[C@H](NC(=O)c1ncn2ccccc12)C(=O)N[C@H](CO)CCC

Positions of all 50 atoms, in Å:
C 4.97504 -4.08452 -1.22916
C 3.99166 -3.33960 -0.43991
C 3.18619 -2.71953 0.19664
C 2.20339 -1.96786 0.98528
C 0.79780 -1.99070 0.38278
N 0.52865 -0.94262 -0.58899
C 1.37628 -0.17634 -1.31733
O 2.59981 -0.20140 -1.24068
C 0.69779 0.74546 -2.23292
N -0.64529 0.85962 -2.33238
C -0.90582 1.77067 -3.23328
N 0.25071 2.28392 -3.75530
C 0.44581 3.24229 -4.70988
C 1.71822 3.57925 -5.05674
C 2.81618 2.94588 -4.43649
C 2.62409 1.98539 -3.48002
C 1.31236 1.63387 -3.11990
C -0.22835 -1.95086 1.52423
O -0.32715 -2.91214 2.26826
N -0.97801 -0.84220 1.66175
C -2.01653 -0.70056 2.66450
C -3.25838 -1.48015 2.28127
O -3.86783 -0.87602 1.14758
C -2.27960 0.78462 2.89308
C -3.30773 1.06839 3.98150
C -3.46231 2.56252 4.24446
H 4.47745 -4.85989 -1.81071
H 5.49169 -3.41013 -1.91152
H 5.70808 -4.55273 -0.57291
H 2.18372 -2.42739 1.97533
H 2.55227 -0.94349 1.11826
H 0.62269 -2.95877 -0.08985
H -0.44639 -0.82470 -0.83521
H -1.88187 2.09913 -3.54858
H -0.43774 3.68566 -5.14293
H 1.88437 4.33465 -5.80996
H 3.82269 3.22115 -4.71872
H 3.45218 1.49127 -2.99542
H -0.82199 -0.06651 1.03804
H -1.64369 -1.13397 3.59566
H -2.97686 -2.51421 2.05977
H -3.95196 -1.51900 3.12886
H -4.53879 -1.47190 0.80885
H -1.33396 1.26636 3.16050
H -2.60662 1.24575 1.95503
H -4.27666 0.65438 3.69282
H -3.01543 0.56332 4.90678
H -4.20574 2.74808 5.02008
H -2.52086 3.00649 4.57351
H -3.78355 3.08906 3.34397

Partial atomic charges computed with the Mulliken method, in multiples of e: C -1.096; C 0.187; C -0.279; C -0.688; C 0.711; N -0.310; C -0.384; O -0.702; C 0.956; N -0.550; C -0.425; N 0.084; C -0.268; C -0.527; C -0.474; C -0.443; C 0.385; C -0.127; O -0.689; N -0.009; C -0.257; C -0.976; O -0.535; C -0.729; C -0.392; C -1.359; H 0.294; H 0.299; H 0.289; H 0.467; H 0.359; H 0.242; H 0.498; H 0.403; H 0.357; H 0.375; H 0.406; H 0.496; H 0.314; H 0.320; H 0.534; H 0.437; H 0.305; H 0.438; H 0.404; H 0.282; H 0.330; H 0.396; H 0.324; H 0.329

Computed stability ranking, most favorable first: entry 1, entry 2